[1]
{
  "formula": "C62H64ClCsGeN6O4P2S2",
  "method": "ωB97M-V/def2-TZVPD",
  "energy_ev": -192302.904,
  "charge": -2,
  "e_homo_ev": -2.244,
  "elements": ["Cs", "N", "P", "C", "C", "C", "C", "C", "C", "C", "C", "C", "C", "C", "C", "C", "C", "C", "C", "C", "N", "H", "H", "H", "H", "H", "H", "H", "H", "H", "H", "H", "H", "H", "H", "H", "C", "C", "C", "C", "C", "C", "P", "C", "C", "C", "C", "C", "C", "C", "C", "C", "C", "C", "C", "H", "H", "H", "H", "H", "H", "H", "H", "H", "H", "H", "H", "H", "H", "S", "C", "C", "C", "C", "N", "C", "C", "C", "S", "C", "N", "H", "H", "C", "C", "C", "C", "Cl", "C", "C", "C", "O", "C", "C", "O", "O", "H", "H", "H", "H", "H", "H", "H", "H", "C", "C", "C", "C", "Ge", "C", "C", "C", "C", "H", "H", "H", "H", "H", "H", "H", "H", "H", "H", "H", "H", "H", "H", "H", "H", "H", "H", "H", "C", "N", "C", "N", "O", "H", "H", "H", "H", "H", "H"],
  "xyz": [[-0.2962, -0.8584, -1.0095], [2.5267, -3.0221, -1.0609], [2.5122, -2.2335, 0.4797], [4.1952, -2.6268, 1.1113], [5.0738, -1.5703, 1.3333], [6.3655, -1.8164, 1.7823], [6.7919, -3.1168, 2.0035], [5.9238, -4.1783, 1.7782], [4.6330, -3.9321, 1.3405], [1.5500, -3.4702, 1.4214], [1.6962, -3.5244, 2.8085], [0.9043, -4.3657, 3.5705], [-0.0580, -5.1602, 2.9574], [-0.2240, -5.0940, 1.5834], [0.5717, -4.2513, 0.8150], [2.8250, -2.2908, -2.2299], [4.0270, -2.4960, -2.9093], [4.2800, -1.7365, -4.0357], [3.3400, -0.8047, -4.4499], [2.1659, -0.6912, -3.7224], [1.9136, -1.4192, -2.6381], [3.0213, -3.9063, -1.0394], [4.7430, -0.5623, 1.1195], [7.0407, -0.9874, 1.9580], [7.7997, -3.3066, 2.3536], [6.2511, -5.1960, 1.9546], [3.9474, -4.7601, 1.1948], [2.4314, -2.8954, 3.2984], [1.0262, -4.3909, 4.6466], [-0.6956, -5.8045, 3.5503], [-0.9953, -5.6823, 1.1016], [0.4082, -4.1845, -0.2550], [4.7528, -3.2034, -2.5282], [5.2146, -1.8542, -4.5712], [3.5051, -0.1767, -5.3149], [1.4067, 0.0353, -3.9927], [-5.5264, -0.0324, -0.8950], [-5.2443, -1.3898, -0.9493], [-4.2433, -1.8653, -1.7860], [-3.5173, -0.9856, -2.5847], [-3.7962, 0.3810, -2.5099], [-4.7974, 0.8545, -1.6757], [-2.1828, -1.4882, -3.7494], [-3.1058, -1.2775, -5.3265], [-2.4047, -0.8319, -6.4442], [-3.0368, -0.6867, -7.6723], [-4.3865, -0.9780, -7.7958], [-5.0998, -1.4166, -6.6870], [-4.4639, -1.5660, -5.4651], [-2.0776, -3.2923, -3.5276], [-2.4353, -4.1906, -4.5317], [-2.2974, -5.5539, -4.3084], [-1.8204, -5.9774, -3.0756], [-1.4755, -5.0447, -2.0995], [-1.5603, -3.6492, -2.2586], [-6.2957, 0.3379, -0.2276], [-5.7958, -2.0839, -0.3258], [-3.9989, -2.9198, -1.8055], [-3.2123, 1.0822, -3.0996], [-4.9897, 1.9187, -1.6161], [-1.3540, -0.5855, -6.3419], [-2.4751, -0.3340, -8.5292], [-4.8852, -0.8571, -8.7504], [-6.1561, -1.6425, -6.7758], [-5.0225, -1.9085, -4.6019], [-2.8189, -3.8402, -5.4849], [-2.5656, -6.2687, -5.0792], [-1.7164, -7.0408, -2.8737], [-1.1138, -5.4575, -1.1565], [-0.8249, -0.4534, 2.2181], [-2.3959, -1.0901, 2.4429], [-2.5927, -2.4441, 2.7593], [-3.8531, -2.9795, 2.9575], [-3.9707, -4.3652, 3.2895], [-4.0440, -5.4761, 3.5806], [-4.9899, -2.1551, 2.8556], [-4.8106, -0.8067, 2.5539], [-3.5506, -0.2712, 2.3382], [-3.4719, 1.4294, 1.8975], [-6.3040, -2.6602, 3.0666], [-7.3778, -3.0414, 3.2371], [-1.7222, -3.0804, 2.8394], [-5.6787, -0.1645, 2.4840], [2.9983, 2.7002, 1.2457], [2.9558, 3.8348, 0.2673], [3.9933, 4.7384, 0.1406], [3.9097, 5.7813, -0.7742], [5.2493, 6.9034, -0.9114], [2.8039, 5.9349, -1.5796], [1.7506, 5.0318, -1.4712], [1.8184, 3.9957, -0.5450], [0.8489, 3.0809, -0.3488], [-0.3211, 3.1709, -1.1619], [-0.0495, 2.8957, -2.6669], [-0.6499, 3.6212, -3.4698], [0.7608, 1.9602, -2.8982], [3.9899, 2.6128, 1.6923], [2.7497, 1.7565, 0.7586], [2.2652, 2.8533, 2.0414], [4.8772, 4.6340, 0.7575], [2.7597, 6.7414, -2.2987], [0.8978, 5.1279, -2.1290], [-0.8071, 4.1393, -1.0248], [-0.9707, 2.3858, -0.7794], [-1.3736, 1.1578, 7.9257], [-0.2007, 1.3505, 6.9720], [-0.5560, 2.2014, 5.7517], [-1.6447, 1.5766, 4.8795], [-1.6807, 2.2545, 3.0248], [-2.4914, 4.0902, 3.1012], [-1.7030, 5.2142, 3.7880], [-0.9505, 6.1358, 2.8284], [0.2608, 5.4863, 2.1736], [-1.0732, 0.6223, 8.8284], [-2.1750, 0.5886, 7.4533], [-1.7895, 2.1227, 8.2292], [0.1488, 0.3741, 6.6225], [0.6365, 1.8089, 7.5077], [0.3523, 2.3638, 5.1619], [-0.8758, 3.1914, 6.0965], [-2.6391, 1.7400, 5.3033], [-1.4887, 0.4977, 4.8178], [-0.2900, 2.4540, 2.4087], [-3.4569, 3.9465, 3.5933], [-2.7289, 4.3864, 2.0727], [-0.9792, 4.8054, 4.5041], [-2.3874, 5.8262, 4.3855], [-0.6346, 7.0343, 3.3696], [-1.6430, 6.4762, 2.0509], [0.9915, 5.1824, 2.9281], [0.7584, 6.1654, 1.4786], [-0.0192, 4.5919, 1.6146], [3.8834, 3.0503, -3.3428], [3.5638, 2.0384, -2.3678], [4.4646, 1.3217, -1.6797], [5.7998, 1.6694, -1.8953], [4.1753, 0.3994, -0.9198], [2.9566, 3.3159, -3.8473], [4.5968, 2.6845, -4.0885], [4.2879, 3.9593, -2.8785], [2.5761, 1.7772, -2.3075], [5.9844, 2.6338, -2.1228], [6.3982, 1.2875, -1.1816]],
  "atomic_forces_ev_per_a": [[-0.727, 0.428, 0.250], [0.216, -0.093, 0.162], [-0.077, 0.018, -0.104], [0.051, -0.005, 0.039], [-0.029, -0.021, -0.018], [0.051, 0.000, 0.021], [0.035, 0.031, 0.003], [-0.007, -0.043, 0.000], [-0.016, 0.031, -0.005], [0.010, -0.003, 0.024], [0.009, 0.007, 0.031], [0.014, 0.000, 0.007], [-0.012, -0.016, 0.001], [-0.055, -0.035, -0.010], [-0.016, 0.032, -0.056], [0.129, 0.008, -0.056], [-0.064, -0.005, -0.024], [0.001, -0.016, 0.026], [-0.053, -0.068, -0.070], [0.101, 0.117, -0.051], [0.666, -0.183, -0.241], [-0.052, -0.025, -0.067], [0.010, 0.016, 0.005], [0.006, -0.001, -0.003], [0.001, 0.002, 0.001], [0.001, 0.001, 0.002], [-0.007, -0.011, 0.002], [0.004, 0.000, -0.002], [0.000, 0.000, 0.000], [-0.007, -0.001, -0.003], [0.001, 0.003, 0.003], [-0.024, 0.008, -0.009], [0.001, 0.004, 0.010], [0.001, -0.001, -0.001], [-0.001, -0.004, -0.004], [-0.014, 0.010, 0.017], [-0.007, 0.016, 0.021], [-0.022, 0.005, 0.032], [0.042, -0.007, -0.001], [-0.021, 0.006, -0.069], [0.053, -0.012, 0.057], [0.008, 0.011, 0.011], [-0.048, -0.006, -0.120], [-0.015, 0.009, -0.073], [-0.009, -0.012, 0.029], [0.004, 0.011, -0.040], [0.000, 0.003, -0.035], [-0.025, -0.004, 0.004], [0.014, 0.011, 0.003], [-0.080, 0.060, 0.032], [-0.022, -0.017, -0.030], [0.000, -0.023, -0.014], [-0.015, -0.031, -0.016], [0.016, -0.049, 0.089], [0.077, -0.104, -0.123], [-0.001, -0.001, 0.002], [-0.003, 0.002, 0.007], [-0.012, 0.003, -0.004], [-0.007, -0.014, -0.024], [-0.002, 0.001, 0.002], [0.004, 0.000, 0.008], [-0.005, 0.000, -0.004], [0.003, -0.001, 0.000], [-0.001, 0.001, -0.002], [-0.005, -0.004, 0.002], [-0.004, -0.004, -0.003], [0.003, 0.000, 0.003], [0.003, 0.001, 0.000], [0.011, 0.008, -0.011], [0.292, 0.040, 0.347], [-0.080, 0.157, -0.007], [-0.083, -0.099, 0.018], [0.038, 0.320, -0.091], [-0.047, -0.273, 0.099], [0.011, 0.016, -0.020], [0.279, 0.108, -0.049], [-0.052, -0.140, 0.011], [0.026, -0.079, 0.033], [0.148, 0.048, -0.093], [-0.270, -0.101, 0.038], [0.035, 0.010, -0.005], [-0.008, 0.009, -0.005], [-0.010, -0.002, 0.004], [0.017, -0.035, 0.019], [-0.087, 0.058, 0.052], [0.009, -0.006, -0.017], [-0.018, 0.016, 0.005], [0.043, 0.027, -0.011], [0.009, 0.026, 0.047], [-0.056, -0.068, 0.068], [0.065, -0.010, -0.026], [0.009, 0.018, 0.015], [0.054, -0.109, -0.081], [0.115, 0.133, 0.069], [-0.089, -0.028, -0.024], [0.096, -0.090, 0.054], [-0.006, 0.009, 0.008], [0.028, 0.002, -0.008], [-0.029, -0.015, 0.000], [0.009, -0.007, 0.008], [-0.002, 0.003, -0.010], [-0.040, 0.007, -0.002], [0.021, 0.030, -0.030], [-0.169, -0.002, 0.061], [-0.020, -0.002, 0.003], [-0.011, -0.029, -0.031], [0.048, 0.088, 0.045], [-0.040, -0.061, -0.147], [-0.282, 0.260, 0.296], [0.023, -0.132, -0.062], [0.093, 0.020, 0.099], [-0.020, 0.052, -0.016], [-0.015, -0.039, -0.047], [0.000, -0.008, -0.002], [-0.005, 0.006, -0.005], [0.009, 0.005, 0.012], [0.011, 0.000, 0.013], [-0.004, 0.028, -0.004], [0.017, -0.041, 0.005], [0.019, 0.005, -0.026], [-0.002, 0.020, 0.007], [-0.020, 0.004, -0.056], [-0.026, -0.081, -0.075], [0.017, -0.003, 0.019], [-0.012, -0.013, -0.003], [-0.007, 0.017, -0.005], [-0.012, 0.003, -0.028], [0.031, -0.014, 0.003], [-0.019, 0.002, 0.015], [0.010, -0.020, 0.001], [0.009, 0.006, 0.007], [0.015, 0.018, 0.000], [0.053, 0.094, -0.033], [-0.216, -0.145, -0.109], [-0.048, -0.074, 0.070], [-0.016, 0.025, -0.012], [0.068, 0.038, -0.079], [-0.002, 0.016, 0.003], [-0.012, -0.014, -0.003], [-0.020, -0.078, -0.043], [0.022, 0.020, 0.068], [0.016, 0.008, 0.013], [0.006, 0.003, 0.012]]
}

[2]
{
  "formula": "CH3ErO3S",
  "method": "ωB97M-V/def2-TZVPD",
  "energy_ev": -45674.260,
  "charge": 1,
  "e_homo_ev": [-12.893, -12.917],
  "s_squared": 6.0090,
  "spin_multiplicity": 5,
  "elements": ["S", "O", "O", "C", "O", "Er", "H", "H", "H"],
  "xyz": [[1.0881, -3.1236, -0.2310], [-0.4298, -3.2918, -0.6166], [1.0917, -1.2079, 0.1107], [-0.1247, 1.8404, 0.0538], [-0.1964, 0.6341, 0.7467], [-1.1277, -1.3903, 0.3785], [-0.3445, 1.6919, -1.0195], [-0.8475, 2.5755, 0.4526], [0.8908, 2.2717, 0.1247]],
  "atomic_forces_ev_per_a": [[-0.771, 4.147, 0.036], [1.164, 0.620, 0.833], [-1.637, -6.290, -0.719], [0.048, 0.785, -0.427], [-2.789, -3.121, -0.085], [4.020, 4.050, 0.267], [0.077, 0.204, 0.204], [0.295, -0.199, -0.153], [-0.408, -0.195, 0.043]]
}